[1]
{
  "formula": "C4H6O2",
  "method": "ωB97M-V/def2-TZVPD",
  "symbols": ["O", "C", "C", "C", "C", "O", "H", "H", "H", "H", "H", "H"],
  "positions_angstrom": [[-1.0588, 2.3238, 0.1686], [-1.4132, 1.1629, -0.1160], [-0.4490, 0.0988, -0.1394], [1.0265, 0.1324, 0.1275], [0.8502, -1.3897, 0.2819], [-0.5903, -1.2361, 0.0327], [-2.4556, 0.7798, -0.1016], [-1.1615, 0.7986, -1.4021], [1.2721, 0.6819, 1.0428], [1.6498, 0.4841, -0.6918], [1.0255, -1.8104, 1.2783], [1.3043, -2.0260, -0.4809]],
  "forces_ev_per_a": [[-0.25, 0.32, -0.09], [-0.04, -0.43, 0.77], [-0.17, 0.49, -0.10], [0.04, 0.09, -0.17], [0.10, -0.11, -0.07], [-0.25, 0.11, -0.27], [-0.02, 0.28, -0.05], [0.92, -0.95, 0.30], [-0.13, -0.05, -0.22], [0.02, -0.07, 0.08], [-0.14, 0.17, -0.24], [-0.07, 0.14, 0.06]],
  "mol_weight_da": 86.09,
  "relative_energy_ev": 4.319
}

[2]
{
  "formula": "C12H25BBr4FNO7PS",
  "method": "ωB97M-V/def2-TZVPD",
  "symbols": ["C", "C", "C", "C", "C", "N", "P", "O", "O", "O", "C", "B", "O", "O", "C", "S", "O", "O", "F", "C", "H", "H", "H", "H", "H", "H", "H", "H", "H", "H", "H", "H", "H", "H", "H", "H", "H", "Br", "C", "C", "Br", "H", "H", "H", "H", "Br", "C", "C", "Br", "H", "H", "H", "H"],
  "positions_angstrom": [[4.8063, 2.2125, 2.4180], [4.9589, 0.9149, 2.2174], [4.0081, -0.1600, 1.7757], [2.8305, 0.1063, 0.8109], [1.6016, -0.8070, 1.0585], [0.5095, 0.0505, 1.6600], [-1.1221, -0.6379, 1.3030], [-1.1620, -1.2504, 0.0014], [-1.2760, -1.6851, 2.4782], [-2.0918, 0.5590, 1.5758], [0.8263, 1.5378, 1.5039], [-0.1389, 2.4806, 0.5675], [-0.5657, 1.8169, -0.5636], [-0.5355, 3.7400, 0.7270], [-0.4312, 4.6371, 1.8372], [1.2925, 2.0086, 3.1750], [2.0007, 0.9173, 3.7469], [1.7905, 3.3226, 3.2197], [-0.1472, 1.9629, 3.8223], [2.1313, 1.4647, 0.6509], [4.0409, 2.8460, 2.0023], [5.5629, 2.7379, 2.9866], [5.9318, 0.5129, 2.4837], [3.6429, -0.6526, 2.6806], [4.6173, -0.9219, 1.2825], [3.1956, -0.1618, -0.1790], [1.2933, -1.2134, 0.1008], [1.8819, -1.6250, 1.7159], [0.6137, -0.1704, 2.6569], [-1.1671, -1.3376, 3.3760], [-2.7444, 0.4340, 2.2798], [-0.1489, 2.1638, -1.3684], [0.5182, 5.1642, 1.8068], [-1.2260, 5.3694, 1.7204], [-0.5669, 4.1464, 2.7937], [2.7174, 2.3765, 0.6023], [1.7485, 1.3800, -0.3713], [-3.7639, 0.1078, -5.0062], [-2.4897, -0.8625, -3.9061], [-1.7081, 0.0588, -3.0122], [-0.3432, 1.0340, -4.0083], [-1.8610, -1.4285, -4.5832], [-3.0856, -1.5512, -3.3117], [-1.1710, -0.5056, -2.2629], [-2.3334, 0.8029, -2.5302], [-2.3179, -4.2073, -4.9404], [-3.3613, -5.2379, -3.6636], [-4.7408, -5.5323, -4.1867], [-5.8708, -3.9528, -4.1120], [-3.3876, -4.6638, -2.7432], [-2.8034, -6.1574, -3.5036], [-5.2297, -6.2794, -3.5663], [-4.7294, -5.8647, -5.2191]],
  "forces_ev_per_a": [[0.30, 0.35, -0.22], [0.08, -0.16, 0.07], [-0.03, -0.07, -0.35], [-0.14, 0.08, 0.46], [1.51, -0.01, -1.00], [-0.66, -0.55, 0.40], [-0.65, -0.52, -0.66], [0.24, -0.07, -0.27], [0.34, 0.51, 0.23], [0.30, 0.27, 0.43], [1.11, -0.04, -0.02], [-1.20, -0.13, -0.10], [0.92, -0.12, 0.26], [0.42, -0.15, 0.47], [-0.16, 0.51, -0.13], [0.28, 0.07, -0.43], [-0.26, -0.29, 0.30], [-0.14, 0.30, 0.07], [-0.02, 0.10, 0.10], [-0.23, -0.08, -1.05], [-0.43, -0.13, 0.39], [0.20, 0.10, -0.34], [-0.16, -0.16, 0.44], [0.00, 0.15, 0.11], [-0.07, -0.07, 0.02], [0.02, 0.16, -0.05], [-0.57, 0.06, 0.12], [-0.44, -0.01, 0.25], [0.19, 0.34, 0.09], [-0.21, -0.26, 0.12], [-0.08, 0.09, -0.09], [-0.58, -0.13, -0.30], [0.07, -0.11, 0.04], [-0.03, -0.05, -0.08], [0.03, -0.14, 0.00], [0.15, -0.04, 0.56], [-0.11, 0.15, 0.04], [0.05, -0.01, -0.02], [-0.23, 0.17, -0.08], [0.01, -0.05, -0.11], [0.05, 0.15, 0.14], [0.03, 0.03, 0.07], [0.03, -0.02, 0.03], [0.06, -0.10, 0.11], [-0.02, 0.01, -0.01], [0.02, -0.12, -0.01], [0.13, -0.06, -0.07], [-0.14, 0.10, 0.10], [0.03, 0.00, -0.05], [-0.02, -0.01, 0.02], [-0.03, -0.03, -0.03], [0.02, -0.01, 0.02], [0.02, -0.02, -0.01]],
  "mol_weight_da": 707.80,
  "total_charge": 1,
  "total_energy_ha": -12213.88350
}

[3]
{
  "formula": "C9H8BrN3O2",
  "method": "ωB97M-V/def2-TZVPD",
  "symbols": ["C", "N", "C", "N", "C", "C", "C", "C", "Br", "C", "C", "C", "N", "O", "O", "H", "H", "H", "H", "H", "H", "H", "H"],
  "positions_angstrom": [[-3.4388, 0.6710, -0.4980], [-2.5739, -0.5399, -0.3609], [-1.3070, -0.5455, -0.1212], [-0.6915, -1.5430, 0.3855], [0.6687, -1.2545, 0.3556], [1.7575, -2.0878, 0.6031], [3.0181, -1.5736, 0.4934], [3.2756, -0.2717, 0.1211], [5.1018, 0.1314, -0.3450], [2.1782, 0.5969, -0.1236], [0.9030, 0.0850, 0.0383], [-0.4465, 0.7258, -0.4094], [-0.6914, 2.0231, 0.3864], [-0.6527, 3.0339, -0.2513], [-0.7710, 1.9285, 1.5738], [-4.4459, 0.4106, -0.4425], [-3.2211, 1.3089, 0.2760], [-3.0974, 1.0481, -1.5000], [-2.9872, -1.3354, 0.1103], [1.5216, -3.0280, 1.0447], [3.8353, -2.2908, 0.4948], [2.3439, 1.5895, -0.3682], [-0.2795, 0.9173, -1.4629]],
  "forces_ev_per_a": [[3.13, -1.66, -2.72], [-4.08, -0.45, 0.40], [2.04, 2.21, 0.60], [0.23, -1.08, -0.19], [0.73, 0.85, 0.35], [-2.09, 0.78, 0.70], [1.35, -0.73, -0.69], [-0.78, 0.34, -0.63], [-0.76, 0.28, 0.28], [0.65, -2.03, 0.96], [0.17, 0.67, -0.83], [2.08, -1.72, 0.96], [0.50, -1.74, -1.18], [-0.19, 1.09, -0.63], [-0.43, -0.19, 1.09], [-1.54, -0.58, -0.33], [0.44, 1.91, 1.68], [-1.04, 0.36, 0.99], [-0.35, -0.06, -0.34], [0.29, -0.91, -0.22], [0.08, 0.28, 0.49], [0.28, 1.79, -0.64], [-0.73, 0.59, -0.11]],
  "mol_weight_da": 270.09,
  "relative_energy_ev": 3.718,
  "smiles": "CNC1=Nc2ccc(Br)cc2[C@@H]1[N+](=O)[O-]"
}

[4]
{
  "formula": "C41H42CeF9N7O5PS4Se",
  "method": "ωB97M-V/def2-TZVPD",
  "symbols": ["Ce", "O", "C", "C", "C", "C", "C", "C", "C", "N", "N", "C", "O", "C", "C", "C", "C", "C", "C", "H", "H", "H", "H", "H", "H", "H", "H", "H", "H", "O", "C", "S", "C", "C", "S", "S", "S", "F", "C", "F", "F", "C", "O", "C", "F", "F", "F", "C", "F", "F", "F", "O", "P", "N", "C", "C", "C", "C", "N", "C", "C", "C", "C", "N", "C", "C", "C", "C", "H", "H", "H", "H", "H", "H", "H", "H", "H", "H", "H", "H", "H", "H", "H", "H", "H", "H", "H", "H", "H", "H", "H", "H", "C", "N", "C", "Se", "N", "C", "C", "C", "C", "C", "C", "H", "H", "H", "H", "H", "H", "H", "H"],
  "positions_angstrom": [[0.2307, 0.1043, 0.7511], [0.3677, 2.1267, 1.7491], [1.0076, 2.9232, 2.5710], [0.5332, 4.2508, 2.9029], [1.1381, 4.9535, 3.9423], [2.3691, 4.6226, 4.4644], [2.9325, 3.4395, 4.0374], [2.2611, 2.5858, 3.1055], [2.9171, 1.3526, 2.7326], [2.4037, 0.3561, 2.0979], [3.3617, -0.7226, 2.0822], [2.7948, -1.7574, 1.5352], [1.6042, -1.7602, 1.0093], [3.6575, -2.9440, 1.6311], [4.8650, -2.9552, 2.2378], [5.5939, -4.1366, 2.3657], [5.1923, -5.3294, 1.7720], [3.9628, -5.3327, 1.1568], [3.2227, -4.1733, 1.0414], [-0.3564, 4.6741, 2.3901], [0.6929, 5.8864, 4.1859], [2.8058, 5.3241, 5.2095], [3.9550, 3.1951, 4.2884], [3.9493, 1.2228, 3.0832], [5.3393, -2.0105, 2.6399], [6.6071, -4.1812, 2.8059], [5.6968, -6.2637, 1.9891], [3.5192, -6.2112, 0.7522], [2.2278, -4.2446, 0.6927], [-5.6332, -3.2558, 4.1531], [-4.6884, -2.7165, 3.5739], [-3.0032, -2.8410, 4.0615], [-2.3149, -1.6149, 2.8851], [-3.2306, -1.0368, 2.0500], [-2.7189, 0.2136, 0.8958], [-4.9094, -1.5678, 2.2719], [-0.5852, -1.4166, 2.9796], [3.9423, 1.7471, -0.6825], [4.0092, 0.6612, -1.4517], [4.6531, -0.3410, -0.7744], [4.8581, 0.9943, -2.4574], [2.5665, 0.3006, -1.9906], [1.6218, 0.4302, -1.0465], [2.3726, 1.3853, -3.1536], [1.0809, 1.4539, -3.4642], [2.7722, 2.6292, -2.8976], [3.0156, 1.0221, -4.2653], [2.4918, -1.1137, -2.5478], [1.3175, -1.1115, -3.2921], [3.5233, -1.4360, -3.3419], [2.3883, -2.0377, -1.6166], [-0.7800, 1.5474, -0.8534], [-1.7432, 2.4634, -1.5518], [-2.3604, 1.6870, -2.8788], [-3.1003, 2.3261, -3.9636], [-3.5339, 1.1850, -4.8346], [-2.3574, 0.2505, -4.7198], [-1.9189, 0.3444, -3.2473], [-0.8141, 3.7761, -1.9745], [-1.2702, 5.0972, -2.4107], [-0.4438, 6.1430, -1.6663], [0.8800, 5.3622, -1.4347], [0.3936, 4.0153, -1.0231], [-3.0873, 3.0392, -0.8343], [-4.3830, 2.4359, -0.8474], [-4.9705, 2.7401, 0.5524], [-4.3658, 4.1589, 0.8437], [-2.8899, 3.9356, 0.3839], [-2.4662, 2.9435, -4.5846], [-3.9684, 2.8696, -3.5589], [-3.7311, 1.4883, -5.8626], [-4.4749, 0.7380, -4.4959], [-1.5387, 0.6427, -5.3224], [-2.4007, -0.7431, -5.0661], [-0.8804, 0.2546, -3.1485], [-2.4629, -0.4041, -2.6509], [-2.4170, 5.2162, -2.2645], [-1.1626, 5.2415, -3.5028], [-0.8876, 6.2796, -0.6923], [-0.3407, 7.0608, -2.2564], [1.4922, 5.7872, -0.6365], [1.5049, 5.2357, -2.3385], [0.0801, 4.0053, 0.0583], [1.1434, 3.2263, -1.2723], [-4.3746, 1.3820, -1.0514], [-5.0393, 2.9186, -1.5907], [-4.6675, 2.0011, 1.2575], [-6.0623, 2.7703, 0.4668], [-4.3869, 4.4434, 1.8553], [-4.9051, 4.8791, 0.2590], [-2.3072, 3.4476, 1.1304], [-2.4546, 4.8846, -0.0141], [-0.6660, -5.5914, -1.9013], [-0.6485, -5.2459, -0.4201], [-0.7088, -3.9704, 0.0681], [-0.9555, -2.4304, -0.8177], [-0.5882, -4.1031, 1.4252], [-0.2556, -5.4050, 1.7608], [-0.1333, -6.0104, 3.0219], [0.2688, -7.3130, 3.0981], [0.4381, -8.0427, 1.9222], [0.1323, -7.4920, 0.7160], [-0.3075, -6.1749, 0.6233], [-0.6198, -4.6793, -2.4458], [-1.6007, -6.0296, -2.1420], [0.1960, -6.2715, -2.0109], [-0.4697, -3.2581, 2.0441], [-0.1873, -5.3722, 3.8867], [0.2853, -7.8806, 4.0016], [0.6934, -9.0945, 1.9863], [0.1980, -8.0542, -0.1845]],
  "forces_ev_per_a": [[0.34, 0.25, -0.20], [0.04, 0.03, 0.09], [-0.43, 1.25, -0.22], [-0.35, -1.07, 0.21], [-0.67, 0.08, -1.87], [0.39, -0.02, 1.03], [-0.13, -0.21, -1.04], [0.58, 0.30, 0.66], [0.00, -0.18, 0.22], [1.30, -0.11, 0.26], [-1.67, 0.92, -0.26], [-0.05, 1.20, 0.30], [0.74, -0.35, 0.25], [-1.84, -2.35, -2.06], [2.74, 1.13, 1.49], [1.41, -0.62, -0.53], [-0.42, 0.31, 1.12], [-0.51, 0.49, -0.53], [0.63, 0.99, 1.52], [0.55, -0.56, 0.53], [-0.31, 0.74, 0.38], [-0.03, -0.89, -0.66], [0.01, -0.23, 0.29], [-0.26, 0.02, -0.04], [-0.94, -1.20, -0.44], [-0.75, 0.53, 0.07], [0.28, 0.13, -0.30], [-0.09, -0.78, -0.22], [-0.85, 0.19, -0.72], [1.37, 0.43, -0.98], [-1.05, -0.19, 1.21], [0.41, 0.60, -0.72], [-1.47, -0.63, 0.27], [1.42, -0.15, 0.64], [0.05, -0.78, 0.58], [0.18, 0.47, -0.65], [-0.29, 0.47, 0.08], [-0.11, -0.39, 0.44], [0.98, -0.52, 0.11], [-1.05, 0.83, -0.38], [-0.15, -0.29, 0.01], [0.76, 1.54, 1.11], [0.16, 0.03, 0.41], [-0.63, -1.02, -0.41], [-0.43, 0.27, 0.03], [0.11, 0.19, 0.67], [0.26, -0.26, -0.55], [-1.01, 0.22, -1.09], [1.21, -0.79, 0.30], [-0.26, -0.11, -0.12], [0.09, 0.03, -0.09], [-0.79, -0.02, 0.16], [0.22, -0.35, -1.42], [0.22, 0.49, 0.52], [-0.59, 0.17, 0.68], [-0.89, -0.83, -0.56], [1.39, 0.77, 0.43], [-1.88, -0.26, -0.56], [1.18, 0.75, 1.53], [-2.47, 0.14, -0.78], [0.79, -1.01, -0.57], [0.10, 0.68, -0.23], [-0.48, -1.51, -0.54], [1.35, 0.98, 1.17], [-1.54, 0.26, 0.70], [-0.37, 1.43, -1.14], [0.93, -2.26, -0.92], [-1.86, 1.11, -2.37], [0.27, 0.73, 0.08], [0.42, 0.19, -0.26], [0.13, 0.16, -0.06], [0.19, -0.09, 0.28], [0.16, 0.42, -0.08], [-0.81, -1.35, -0.24], [1.42, -0.44, 0.30], [0.37, 0.09, 0.03], [1.68, -0.15, 0.08], [0.25, -0.29, 0.31], [-0.13, 0.60, 0.32], [-0.09, -0.08, 0.43], [0.03, 0.13, -0.15], [-0.40, 0.41, 0.23], [0.34, -0.29, -1.07], [-0.71, 0.56, 0.81], [0.20, -0.51, -0.05], [0.19, -0.02, -0.04], [0.28, -0.42, 0.56], [0.11, -0.04, 0.26], [-0.18, 0.30, 1.40], [0.03, 0.55, -0.46], [0.59, -0.30, 0.60], [0.00, -0.71, 0.75], [0.95, -0.13, 2.83], [0.47, -1.16, -1.51], [0.05, -1.63, 1.92], [-0.37, 0.67, -0.90], [0.68, 0.49, -0.18], [-1.20, 0.18, 1.03], [0.82, 1.44, -0.06], [-0.54, -0.62, -0.65], [-0.19, -0.52, 0.56], [-0.49, 0.43, -1.66], [0.43, 1.46, -0.59], [0.57, 0.73, -0.42], [-0.78, -0.82, -0.15], [-0.50, 0.37, -0.57], [-0.13, -0.51, -0.46], [-0.26, -0.01, 0.32], [0.35, 0.18, 0.75], [0.13, 0.11, -0.11], [0.08, -0.62, -0.55]],
  "mol_weight_da": 1262.13,
  "relative_energy_ev": 0.916,
  "total_charge": -1
}

[5]
{
  "formula": "C17H41F3N5O2",
  "method": "ωB97M-V/def2-TZVPD",
  "symbols": ["C", "C", "C", "C", "N", "C", "C", "C", "F", "F", "F", "C", "N", "N", "C", "H", "H", "H", "H", "H", "H", "H", "H", "H", "H", "H", "H", "H", "H", "H", "H", "H", "H", "H", "C", "C", "C", "O", "C", "N", "H", "H", "H", "H", "H", "H", "H", "H", "H", "H", "H", "C", "C", "C", "O", "C", "N", "H", "H", "H", "H", "H", "H", "H", "H", "H", "H", "H"],
  "positions_angstrom": [[2.6256, -1.9638, -1.3585], [1.0404, -2.2895, -1.3470], [0.3843, -1.7747, -2.6954], [1.0783, -2.6381, -3.8890], [-1.0799, -1.9913, -2.8250], [-1.8138, -0.8991, -3.5061], [-2.2662, 0.3342, -2.6105], [-1.1002, 1.2041, -2.0138], [-0.4300, 0.6272, -0.9405], [-1.7050, 2.3662, -1.4864], [-0.1818, 1.6612, -2.9486], [-1.7289, -2.5063, -1.6508], [-1.9055, -1.8391, -0.3621], [-2.2564, -3.7229, -1.7555], [-2.2180, -4.5638, -2.9747], [2.8399, -1.1888, -0.5495], [3.2288, -2.9069, -1.1812], [2.9686, -1.4996, -2.3285], [0.8391, -3.3934, -1.1846], [0.6439, -1.7293, -0.4322], [0.6795, -0.6972, -2.9220], [0.2745, -3.1982, -4.4746], [1.7301, -3.4609, -3.4370], [1.7117, -2.0075, -4.5749], [-1.1191, -0.4901, -4.3150], [-2.7366, -1.2576, -4.0747], [-3.0139, -0.0077, -1.8221], [-2.8663, 1.0313, -3.2891], [-2.9198, -1.8432, -0.1924], [-1.3962, -2.4188, 0.3298], [-2.7583, -4.1177, -0.9444], [-2.1323, -5.6462, -2.6207], [-1.3356, -4.3810, -3.6474], [-3.1622, -4.5124, -3.5962], [-1.6358, -2.2389, 4.7236], [-0.3559, -2.7670, 4.0825], [0.9264, -2.1343, 4.6556], [1.1884, -0.8178, 4.1881], [0.4802, 0.2043, 4.8731], [-0.4414, -2.5850, 2.6268], [-1.8990, -1.2390, 4.3740], [-2.4787, -2.8921, 4.4800], [-1.5450, -2.2077, 5.8118], [-0.3115, -3.8408, 4.2912], [1.7765, -2.7372, 4.3200], [0.9367, -2.1671, 5.7508], [0.3450, -0.0272, 5.9328], [-0.4857, 0.3803, 4.3952], [1.0591, 1.1258, 4.7913], [0.3737, -3.0206, 2.1976], [-0.3091, -1.5903, 2.4386], [0.0422, 5.8375, 1.0961], [1.3219, 6.4148, 0.4982], [1.7436, 5.7376, -0.8209], [2.3484, 4.4600, -0.6577], [1.4313, 3.3921, -0.4999], [2.3876, 6.3505, 1.5051], [0.2016, 4.8688, 1.5733], [-0.3521, 6.5082, 1.8644], [-0.7300, 5.7193, 0.3309], [1.1262, 7.4688, 0.2749], [2.5089, 6.3642, -1.2895], [0.9094, 5.6839, -1.5310], [0.5197, 3.5421, -1.0832], [1.1904, 3.2557, 0.5567], [1.9177, 2.4771, -0.8455], [3.2133, 6.8187, 1.1373], [2.6772, 5.3758, 1.5783]],
  "forces_ev_per_a": [[-0.32, 0.04, 0.26], [0.32, 1.15, 0.52], [2.22, -0.83, -0.96], [-0.23, -0.71, 0.40], [-1.07, 0.13, 1.88], [-0.29, 1.37, -0.89], [-0.25, -0.11, -0.71], [-0.86, 1.46, 1.12], [-0.74, 0.83, -2.08], [1.06, -1.84, -0.82], [-1.37, -1.24, 1.45], [-0.56, -0.97, -0.14], [0.35, -1.07, -1.78], [0.55, 1.40, -0.79], [0.03, -1.95, -0.64], [-0.17, -1.23, -1.01], [-0.66, 1.26, -0.14], [-0.49, -0.63, 0.95], [0.27, 1.12, -0.40], [0.24, -0.74, -1.35], [-0.69, -1.27, 0.80], [1.08, 1.05, 0.55], [-0.71, 1.20, -0.63], [-0.75, -0.72, 0.70], [-0.81, -0.73, 1.08], [1.19, 0.14, 0.96], [1.35, 0.72, -0.69], [0.98, -0.82, 0.86], [0.55, -0.05, 0.46], [-0.55, 0.57, 0.22], [0.45, 0.42, -0.53], [-0.16, 1.46, -0.40], [-0.97, 0.25, 1.07], [0.97, 0.29, 0.94], [-0.23, -0.14, 0.05], [-0.22, 0.33, 0.27], [0.24, -0.11, -0.29], [-0.13, -0.30, 0.27], [0.11, 0.22, -0.27], [0.21, 0.00, -0.55], [0.11, -0.03, 0.01], [0.10, 0.05, 0.00], [0.00, 0.02, -0.07], [0.12, 0.05, -0.06], [-0.01, 0.09, -0.04], [-0.16, 0.05, 0.00], [-0.05, -0.07, -0.04], [-0.11, 0.04, 0.19], [0.04, -0.12, 0.00], [-0.01, -0.02, 0.10], [-0.02, -0.06, 0.13], [-0.25, 0.14, 0.08], [0.00, -0.43, 0.10], [0.24, 0.28, 0.01], [-0.35, 0.08, -0.20], [0.37, -0.05, 0.14], [0.14, -0.01, -0.28], [0.08, 0.04, -0.07], [0.11, -0.06, -0.07], [0.03, -0.02, 0.03], [0.10, -0.04, -0.07], [0.04, -0.11, 0.06], [-0.10, -0.10, 0.08], [-0.01, 0.10, 0.08], [-0.24, -0.07, -0.03], [0.05, 0.08, -0.05], [-0.08, 0.08, 0.13], [-0.09, 0.10, 0.09]],
  "mol_weight_da": 404.54,
  "total_charge": 1,
  "total_energy_ha": -1395.85573
}